{"formula": "C32H46ClMnNO3P4", "method": "ωB97M-V/def2-TZVPD", "e_homo_ha": [-0.4241, -0.3966], "charge": 2, "energy_ev": -122539.0403, "spin_multiplicity": 4, "relative_energy_kcal_mol": 115.2, "species": ["P", "C", "C", "H", "C", "H", "C", "H", "C", "H", "C", "H", "C", "C", "H", "C", "H", "C", "H", "C", "H", "C", "H", "C", "C", "H", "C", "H", "C", "H", "C", "H", "C", "H", "Mn", "C", "C", "H", "C", "O", "H", "C", "H", "C", "Cl", "P", "P", "C", "H", "H", "H", "C", "H", "H", "H", "C", "H", "H", "H", "C", "H", "H", "H", "C", "H", "H", "H", "C", "H", "H", "H", "P", "C", "C", "H", "H", "H", "H", "H", "H", "C", "H", "H", "H", "H", "O", "N", "O"], "xyz": [[1.48444, 1.10353, -2.18383], [3.21524, 1.50772, -2.28649], [3.99150, 0.89102, -3.28085], [3.54454, 0.08360, -3.86662], [5.29599, 1.33261, -3.47132], [5.89524, 0.82647, -4.21839], [5.82747, 2.36638, -2.69692], [6.85778, 2.68374, -2.87084], [5.04211, 2.97130, -1.71150], [5.46553, 3.75620, -1.09320], [3.73549, 2.55207, -1.49146], [3.13336, 3.01929, -0.70816], [1.03433, -0.52002, -2.79606], [1.78800, -1.63168, -2.36365], [2.67678, -1.50919, -1.73737], [1.41015, -2.90175, -2.77609], [1.94052, -3.76209, -2.39265], [0.34040, -3.08686, -3.64444], [0.02222, -4.08475, -3.94155], [-0.31541, -1.97071, -4.15317], [-1.14190, -2.08628, -4.83965], [0.02762, -0.68232, -3.76649], [-0.44871, 0.19510, -4.21845], [0.39518, 2.40354, -2.78484], [0.69307, 2.98704, -4.02770], [1.60740, 2.68921, -4.54831], [-0.18245, 3.92340, -4.56221], [0.07044, 4.36414, -5.51623], [-1.32962, 4.31959, -3.87968], [-1.97506, 5.08120, -4.31860], [-1.61279, 3.74642, -2.64233], [-2.48124, 4.08408, -2.08884], [-0.77835, 2.77958, -2.09271], [-1.03386, 2.37352, -1.11116], [0.43215, 0.27483, 1.89951], [-1.36303, -1.13941, 1.91531], [-1.91470, -1.40517, 0.72230], [-1.77917, -1.57817, 2.81030], [-1.32250, -0.63730, -0.47391], [-2.43849, -0.02488, -1.23623], [-2.08575, 0.57835, -1.92899], [-0.38752, 0.29814, 0.15033], [-0.74652, -1.37072, -1.09722], [0.87014, 0.74060, 0.19449], [2.23528, 1.65641, 2.63124], [-1.11665, 1.80572, 2.79911], [1.54627, -1.63656, 2.55709], [-0.59015, 2.64956, 4.32161], [0.44370, 2.98289, 4.19409], [-0.61934, 1.92060, 5.13962], [-1.24872, 3.49856, 4.54445], [-1.52855, 3.19749, 1.69299], [-2.22102, 2.86033, 0.91211], [-0.61009, 3.55770, 1.22459], [-1.98380, 4.02124, 2.25384], [-2.78250, 1.19196, 3.21522], [-2.67628, 0.35329, 3.90975], [-3.28730, 0.84529, 2.30527], [-3.38610, 1.96464, 3.69989], [2.10067, -1.59058, 4.29604], [1.23384, -1.71622, 4.95435], [2.54695, -0.61342, 4.50881], [2.82898, -2.39066, 4.47577], [0.74938, -3.28034, 2.45676], [0.35249, -3.44390, 1.44800], [-0.09162, -3.29455, 3.15858], [1.42940, -4.10300, 2.71004], [3.09617, -1.85501, 1.62858], [3.64183, -0.90756, 1.65891], [2.87185, -2.11565, 0.58815], [3.70383, -2.64756, 2.07693], [-3.27500, -2.55599, 0.43132], [-3.62851, -3.42258, 1.96172], [-2.80352, -3.75790, -0.82017], [-3.76313, -2.68734, 2.76630], [-2.81549, -4.12055, 2.21378], [-4.55837, -3.99435, 1.83535], [-2.49167, -3.22672, -1.73123], [-3.66538, -4.40352, -1.04980], [-1.97798, -4.38915, -0.45595], [-4.72935, -1.63504, -0.08306], [-5.15402, -1.12686, 0.79519], [-5.47497, -2.32738, -0.50532], [-4.41333, -0.89907, -0.83704], [1.19851, 1.82950, 0.29444], [-0.16697, -0.08708, 6.36270], [-1.00883, -0.25265, 5.46609], [-1.37054, -1.39539, 5.11980]], "atomic_forces_ev_per_a": [[-0.21, -0.46, 1.34], [-0.08, 0.30, -0.26], [-0.16, 0.17, 0.39], [0.38, 0.27, 0.04], [0.00, -0.26, -0.01], [0.08, 0.19, 0.01], [-0.24, -0.24, -0.16], [-0.37, -0.05, 0.14], [0.03, -0.08, 0.10], [-0.09, -0.07, -0.09], [-0.01, -0.28, -0.26], [0.18, -0.12, -0.25], [0.77, 0.12, -0.87], [-0.29, 0.16, -0.04], [-0.43, 0.05, -0.03], [0.12, -0.11, 0.25], [0.14, -0.02, -0.08], [-0.18, 0.30, -0.02], [0.16, 0.22, 0.06], [-0.43, 0.07, -0.09], [0.07, -0.12, -0.18], [0.31, 0.17, 0.53], [0.03, -0.40, 0.27], [-0.43, -0.08, 0.08], [0.03, -0.26, 0.45], [-0.32, 0.23, 0.05], [0.22, 0.08, -0.14], [-0.11, 0.05, -0.04], [0.30, -0.16, -0.07], [0.13, -0.25, 0.22], [-0.09, 0.12, -0.01], [0.01, -0.11, -0.02], [0.31, 0.05, -0.16], [0.25, 0.09, -0.34], [-2.14, -0.95, 3.65], [0.73, 0.50, -0.66], [0.24, 0.57, -0.47], [0.39, -0.03, 0.59], [-2.02, -0.61, -0.32], [1.71, -0.18, 0.33], [-0.13, -0.61, 0.53], [2.83, -0.33, 0.42], [-0.24, 0.85, 0.07], [-1.32, 4.10, -5.13], [-0.98, -0.87, -0.27], [-1.41, 1.21, 0.87], [1.00, -1.82, 1.25], [0.62, -0.31, 0.11], [-0.21, 0.09, 0.09], [0.04, 0.20, -0.12], [0.03, -0.24, -0.24], [0.33, -0.17, -0.46], [0.10, 0.08, 0.11], [-0.06, 0.17, -0.04], [0.07, -0.26, -0.03], [0.03, -0.65, -0.22], [-0.02, 0.10, -0.03], [0.04, 0.15, 0.14], [0.25, 0.10, -0.12], [-0.18, 0.34, 0.01], [0.07, 0.03, -0.05], [-0.02, -0.21, -0.01], [-0.14, 0.13, -0.12], [-0.33, 0.05, -0.22], [0.10, -0.02, 0.11], [0.14, 0.01, -0.01], [0.02, 0.34, -0.01], [-0.06, 0.23, -0.26], [0.04, -0.14, -0.05], [0.09, 0.05, 0.12], [-0.15, 0.11, -0.03], [0.19, 0.23, 0.58], [-0.03, -0.12, 0.06], [0.04, -0.06, -0.23], [0.03, -0.25, -0.11], [-0.24, 0.31, -0.04], [0.21, 0.15, 0.05], [-0.10, -0.21, 0.19], [0.26, 0.23, 0.05], [-0.25, 0.29, -0.08], [-0.14, -0.09, -0.23], [0.14, -0.11, -0.28], [0.20, 0.26, 0.17], [-0.27, -0.29, 0.30], [0.27, -1.66, 0.02], [-0.78, -0.68, -0.96], [0.57, 0.70, 0.11], [0.34, -0.28, 0.09]]}